Density functional theory data (ωB97M-V/def2-TZVPD) for 5 unconnected molecules or ions with the total composition H10O5.

Calculated values
* DFT total energy: -382.1806 hartree
* E_HOMO: -11.379 eV
* SMILES string: O.O.O.O.O
* relative energy (zero: lowest compared OMol25 entry of this formula, charge and spin): 114.4 kJ/mol
* frontier orbital gap: 11.516 eV
* molar mass: 90.07 g/mol

Atoms and positions in Å:
O 0.225 -0.101 2.193
H -0.658 0.284 2.109
H 0.088 -0.859 2.780
O 0.342 1.984 -3.848
H -0.531 2.341 -4.026
H 0.298 1.510 -3.013
O -0.193 0.895 -0.375
H 0.323 0.086 -0.250
H 0.314 1.522 0.161
O -3.310 1.855 0.228
H -3.423 0.898 0.250
H -2.404 1.926 -0.098
O 2.778 -4.301 1.600
H 3.461 -4.647 1.006
H 2.694 -3.391 1.283

***

Density functional theory data (ωB97M-V/def2-TZVPD) for C6H10O in the gas phase.

Calculated values
* DFT total energy: -309.8002 hartree
* E_HOMO: -9.785 eV
* SMILES string: C[C@H]1C[C@H]1CC=O
* relative energy (zero: lowest compared OMol25 entry of this formula, charge and spin): 110.7 kJ/mol
* frontier orbital gap: 10.847 eV
* molar mass: 98.14 g/mol

Atoms and positions in Å:
C -2.410 -0.064 0.090
C -1.126 0.656 -0.227
C -0.078 1.045 0.773
C 0.295 0.182 -0.408
C 1.131 -1.050 -0.167
C 2.586 -0.597 -0.252
O 2.933 0.530 -0.510
H -3.172 0.686 0.335
H -2.338 -0.755 0.934
H -2.762 -0.614 -0.789
H -1.293 1.438 -0.964
H 0.308 2.054 0.862
H -0.144 0.518 1.728
H 0.724 0.708 -1.254
H 1.007 -1.861 -0.900
H 0.985 -1.501 0.824
H 3.355 -1.376 -0.076

***

Density functional theory data (ωB97M-V/def2-TZVPD) for a molecular structure, C41H61BF2N4O3SV.

Calculated values
* DFT total energy: -3610.5888 hartree
* ⟨S²⟩: 0.774
* E_HOMO (alpha / beta): -5.938 / -5.828 eV
* relative energy (zero: lowest compared OMol25 entry of this formula, charge and spin): 168.9 kJ/mol
* frontier orbital gap (alpha / beta): 5.634 / 5.547 eV
* molar mass: 789.78 g/mol
* multiplicity: 2

Atoms and positions in Å:
V 0.017 0.109 0.081
C -3.770 3.046 5.664
C -2.247 3.022 5.460
C -1.569 2.528 6.747
C -1.795 4.459 5.184
C -1.898 2.072 4.321
C -1.078 2.434 3.265
C -0.808 1.505 2.257
N -0.063 1.655 1.125
C 0.593 2.804 0.763
C 1.444 3.464 1.651
C 2.232 4.518 1.227
C 2.091 4.941 -0.090
C 1.285 4.298 -1.031
C 0.555 3.189 -0.600
O -0.088 2.362 -1.479
C 1.307 4.854 -2.453
C 0.444 4.077 -3.450
C 0.786 6.299 -2.418
C 2.754 4.833 -2.972
C 3.306 5.147 2.100
C 3.039 6.645 2.279
C 4.661 4.929 1.409
C 3.392 4.508 3.488
C -1.501 0.259 2.217
O -1.369 -0.362 1.083
C -2.291 -0.131 3.316
C -2.430 0.778 4.350
C -2.975 -1.487 3.292
C -1.922 -2.566 3.004
C -4.030 -1.467 2.178
C -3.659 -1.833 4.616
H -4.035 3.778 6.426
H -4.147 2.079 5.984
H -4.268 3.313 4.734
H -1.816 3.182 7.582
H -0.488 2.513 6.623
H -1.896 1.520 6.992
H -2.082 5.100 6.016
H -2.268 4.841 4.282
H -0.716 4.523 5.070
H -0.668 3.427 3.183
H 1.511 3.065 2.650
H 2.668 5.790 -0.413
H -0.585 4.014 -3.112
H 0.820 3.068 -3.592
H 0.459 4.591 -4.411
H -0.236 6.314 -2.047
H 0.797 6.725 -3.419
H 1.395 6.925 -1.772
H 3.156 3.824 -2.915
H 3.394 5.493 -2.393
H 2.784 5.160 -4.010
H 2.986 7.159 1.324
H 3.832 7.098 2.869
H 2.095 6.795 2.797
H 4.716 5.448 0.457
H 4.815 3.867 1.224
H 5.469 5.288 2.042
H 2.459 4.621 4.034
H 4.178 5.000 4.057
H 3.638 3.451 3.417
H -3.015 0.491 5.207
H -1.409 -2.349 2.071
H -2.385 -3.548 2.927
H -1.190 -2.587 3.811
H -3.558 -1.306 1.212
H -4.741 -0.662 2.351
H -4.572 -2.412 2.153
H -2.941 -1.837 5.434
H -4.098 -2.826 4.547
H -4.457 -1.131 4.846
C 3.268 -2.852 2.191
C 3.829 -1.438 2.413
C 2.564 -0.612 2.676
O 1.572 -1.219 1.874
C 1.754 -2.616 2.003
H 3.454 -3.496 3.048
H 3.716 -3.317 1.314
H 4.323 -1.078 1.511
H 4.534 -1.391 3.240
H 2.647 0.433 2.372
H 2.277 -0.666 3.737
H 1.347 -3.085 1.105
H 1.195 -2.980 2.875
F -2.221 1.927 -0.517
B -1.099 1.496 -1.149
F -1.368 0.580 -2.140
S -1.032 -2.649 -0.814
C -0.631 -4.222 -1.090
N -1.489 -5.260 -0.941
C -0.915 -6.518 -1.363
C 0.585 -6.177 -1.435
N 0.572 -4.728 -1.483
H -2.481 -5.097 -0.923
H -1.308 -6.832 -2.337
H -1.124 -7.302 -0.631
H 1.063 -6.594 -2.325
H 1.115 -6.538 -0.543
H 1.416 -4.184 -1.429
C 5.595 -0.549 -2.577
C 4.281 -0.353 -1.895
C 3.183 -1.190 -2.112
C 1.971 -0.903 -1.523
N 1.760 0.152 -0.716
C 2.824 0.943 -0.485
C 4.062 0.732 -1.043
H 5.738 -1.585 -2.875
H 6.410 -0.248 -1.923
H 5.647 0.073 -3.471
H 3.276 -2.053 -2.756
H 1.092 -1.509 -1.729
H 2.664 1.786 0.169
H 4.868 1.417 -0.826

***

Density functional theory data (ωB97M-V/def2-TZVPD) for a molecular structure, C32H35Ge2NPdS5.

Calculated values
* DFT total energy: -7567.8984 hartree
* ⟨S²⟩: 0.805
* E_HOMO (alpha / beta): -3.525 / -3.227 eV
* relative energy (zero: lowest compared OMol25 entry of this formula, charge and spin): 176.8 kJ/mol
* total charge: -1
* frontier orbital gap (alpha / beta): 5.110 / 4.847 eV
* molar mass: 845.61 g/mol
* multiplicity: 2

Atoms and positions in Å:
Pd -1.587 1.690 0.727
C 3.644 0.473 -4.523
C 3.017 1.765 -3.977
C 1.611 1.895 -4.564
C 3.841 2.976 -4.439
C 3.008 1.721 -2.456
C 4.237 1.596 -1.795
C 4.336 1.537 -0.422
C 3.171 1.597 0.318
S 2.967 1.503 2.039
C 1.228 1.645 1.788
N 0.868 1.768 0.548
C 1.922 1.737 -0.315
C 1.848 1.800 -1.705
C 0.313 1.634 2.898
C 0.755 1.757 4.220
C -0.160 1.852 5.245
C -1.522 1.785 4.968
C -1.969 1.592 3.672
C -1.058 1.529 2.623
H 3.597 0.469 -5.610
H 3.101 -0.393 -4.152
H 4.686 0.375 -4.230
H 1.672 1.939 -5.649
H 1.126 2.804 -4.218
H 0.995 1.040 -4.297
H 3.827 3.044 -5.525
H 4.876 2.905 -4.117
H 3.420 3.892 -4.030
H 5.147 1.537 -2.375
H 5.291 1.436 0.070
H 0.864 1.911 -2.136
H 1.818 1.804 4.420
H 0.185 1.987 6.261
H -2.231 1.892 5.775
H -3.032 1.504 3.456
S -2.424 1.872 -1.561
S -3.949 1.566 -0.333
S -2.798 3.969 1.532
S -1.223 4.194 0.374
C -1.666 -3.585 -1.266
Ge -2.123 -1.642 -1.434
C -3.944 -1.531 -2.273
C -0.916 -0.936 -2.867
Ge -1.691 -0.615 0.788
C 0.095 -1.417 1.125
C 1.089 -1.192 0.179
C 2.380 -1.646 0.365
C 2.699 -2.359 1.508
C 1.715 -2.620 2.444
C 0.428 -2.150 2.254
C -2.891 -1.545 2.070
C -2.708 -1.433 3.441
C -3.581 -2.033 4.331
C -4.659 -2.763 3.860
C -4.853 -2.893 2.495
C -3.971 -2.289 1.615
H -1.693 -4.069 -2.237
H -2.352 -4.105 -0.605
H -0.666 -3.692 -0.857
H -4.010 -2.265 -3.072
H -4.073 -0.541 -2.699
H -4.756 -1.706 -1.575
H -1.358 -1.109 -3.845
H 0.065 -1.400 -2.844
H -0.806 0.137 -2.736
H 0.840 -0.639 -0.719
H 3.144 -1.433 -0.373
H 3.707 -2.718 1.661
H 1.948 -3.197 3.329
H -0.339 -2.361 2.985
H -1.873 -0.860 3.823
H -3.432 -1.916 5.397
H -5.342 -3.227 4.558
H -5.698 -3.457 2.121
H -4.124 -2.388 0.549

***

Density functional theory data (ωB97M-V/def2-TZVPD) for C2H4N6 in the gas phase.

Calculated values
* DFT total energy: -406.9549 hartree
* E_HOMO: -9.300 eV
* SMILES string: [H]/N=c1\ncn(N)nn1
* relative energy (zero: lowest compared OMol25 entry of this formula, charge and spin): 425.3 kJ/mol
* frontier orbital gap: 9.006 eV
* molar mass: 112.10 g/mol

Atoms and positions in Å:
H 3.463 0.365 0.915
N 2.873 -0.349 0.351
C 1.666 0.019 -0.045
N 1.004 1.108 -0.267
C -0.222 1.098 -0.379
N -0.896 -0.062 0.033
N -2.276 -0.080 0.234
N -0.244 -1.321 -0.215
N 0.966 -1.199 -0.692
H -1.043 1.850 -0.863
H -2.706 -0.558 1.272
H -2.587 -0.872 -0.345

***

Density functional theory data (ωB97M-V/def2-TZVPD) for 2 unconnected molecules or ions with the total composition C3H4ClN.

Calculated values
* DFT total energy: -631.4082 hartree
* E_HOMO (alpha / beta): -8.183 / -7.967 eV
* relative energy (zero: lowest compared OMol25 entry of this formula, charge and spin): 602.2 kJ/mol
* frontier orbital gap (alpha / beta): 8.036 / 7.816 eV
* molar mass: 89.52 g/mol

Atoms and positions in Å:
C 0.160 -0.561 -1.953
C 0.248 -0.124 -0.826
C 0.473 0.361 0.476
N -0.101 1.446 0.898
Cl 0.247 2.246 2.413
H 0.466 -1.005 -2.885
H 1.496 0.289 0.700
H -0.358 -1.341 1.129
H -1.056 1.607 0.835

***

Q: Among the records above, which one has the highest relative energy (zero: lowest compared OMol25 entry of this formula, charge and spin)?
A: C3H4ClN

***

Q: Which of these has the lowest relative energy (zero: lowest compared OMol25 entry of this formula, charge and spin)?
A: C6H10O

***

Q: Among the records above, which one has the highest relative energy (zero: lowest compared OMol25 entry of this formula, charge and spin)?
A: C3H4ClN

***

Q: DFT total energy of number 6 (C3H4ClN)?
A: -631.4082 hartree